The following is a DFT calculation (wB97M-V/def2-TZVPD) of a molecular structure, C28H33N4O4S6W.

The calculation puts the total energy at -4062.86227 hartree. As for the HOMO-LUMO gap: 6.78 eV. The calculation puts the HOMO energy at -9.53 eV. The calculation puts the energy above the lowest of the compared OMol25 structures with the same formula, charge and spin at 0.311 eV.

```
! RIJCOSX wB97M-V def2-TZVPD def2/J DEFGRID3
* xyz 1 1
W -0.3271 0.2205 0.0890
C -0.0102 1.3265 3.2430
C 0.4307 -0.0484 3.6996
C 1.2846 -0.9390 2.8233
C 2.3058 -1.6168 3.4810
C 3.0174 -2.6162 2.8469
C 2.6535 -2.9445 1.5559
C 1.6616 -2.2068 0.9436
N 1.0039 -1.1883 1.5255
N -1.0309 1.2930 2.1721
C -1.3276 2.6739 1.7481
C -2.3399 2.5488 0.6540
C -3.3141 3.5030 0.4128
C -4.3147 3.2278 -0.4992
C -4.3311 1.9824 -1.1128
C -3.3149 1.0966 -0.8359
N -2.3162 1.3708 0.0108
C -2.2755 0.7116 2.7442
C -2.4081 -0.7378 2.4161
C -3.2199 -1.5730 3.1729
C -3.2506 -2.9206 2.8803
C -2.4438 -3.3943 1.8525
C -1.6824 -2.4977 1.1382
N -1.6823 -1.1771 1.3912
H -0.4447 1.8503 4.1023
H 0.8362 1.9048 2.8881
H 0.9892 0.1045 4.6229
H -0.4417 -0.6414 3.9974
H 2.5269 -1.3591 4.5074
H 3.8183 -3.1342 3.3574
H 3.1350 -3.7370 1.0012
H 1.4071 -2.4271 -0.0782
H -1.7297 3.2639 2.5801
H -0.4054 3.1335 1.3967
H -3.2818 4.4429 0.9467
H -5.0824 3.9596 -0.7111
H -5.1100 1.7069 -1.8091
H -3.2614 0.1327 -1.3077
H -2.2824 0.8443 3.8288
H -3.1488 1.2417 2.3673
H -3.7958 -1.1613 3.9912
H -3.8680 -3.5963 3.4568
H -2.3975 -4.4469 1.6129
H -1.0405 -2.8228 0.3357
S 1.5863 1.5448 0.6201
S 1.8206 3.2684 -0.5614
S -0.0682 3.4992 -1.2860
S -0.3580 1.5805 -1.9746
C -3.4698 -2.0556 -2.6900
S -1.7472 -1.5339 -2.7066
C -1.0863 -3.1685 -3.0168
O -1.4522 -1.2819 -1.2217
H -3.6793 -2.5245 -3.6510
H -4.1173 -1.1903 -2.5744
H -3.6216 -2.7623 -1.8750
H -1.3196 -3.4208 -4.0512
H -1.5543 -3.8732 -2.3300
H -0.0088 -3.1344 -2.8885
C 5.9365 3.2002 -3.0572
C 4.9080 2.1139 -2.9087
C 3.8268 2.0461 -3.7838
C 2.8621 1.0625 -3.6513
C 2.9929 0.1261 -2.6371
C 4.0628 0.1645 -1.7565
C 5.0128 1.1612 -1.8978
S 1.7337 -1.0709 -2.4015
O 2.3183 -2.3724 -2.1849
O 0.7871 -0.9635 -3.4849
O 1.1028 -0.6471 -1.0940
H 5.4762 4.1841 -2.9536
H 6.4030 3.1601 -4.0424
H 6.7202 3.1112 -2.3067
H 3.7333 2.7808 -4.5745
H 2.0097 1.0166 -4.3144
H 4.1473 -0.5750 -0.9701
H 5.8517 1.2011 -1.2137
*
```